C3H2O3S | ωB97M-V/def2-TZVPD

Output
Gap between HOMO and LUMO (alpha / beta)   6.4 / 6.4 eV
HOMO level (alpha / beta)   -8.59 / -8.60 eV
ΔE to the lowest compared entry with this formula, charge and spin   116.10 kcal/mol
Total charge   0
Largest force on an atom   0.1097 hartree/bohr
LUMO level (alpha / beta)   -2.16 / -2.16 eV
E   -20116.4600 eV

```
9
Properties=species:S:1:pos:R:3:forces:R:3
C 1.2026 0.4976 -0.3372 0.1 5.6 0.1
C 2.8084 -0.9922 -0.0083 1.3 -1.9 0.4
C 0.1860 -0.3384 0.1931 -2.5 -2.4 2.3
O 3.1041 -0.9980 1.1028 -0.1 0.6 0.7
O 0.1822 -1.6178 0.4012 0.5 0.9 0.0
O 2.6418 -1.1117 -1.1486 -0.2 0.2 -1.0
S 1.7085 1.9806 -0.5857 -0.4 -2.7 0.0
H -0.3039 0.3416 1.1236 1.4 -0.9 -1.8
H -0.5445 -0.0862 -0.6210 -0.2 0.6 -0.5
```
Positions in Å, forces in eV/Å.

C3H2O3S | ωB97M-V/def2-TZVPD

Output
Gap between HOMO and LUMO   7.5 eV
HOMO level   -11.00 eV
ΔE to the lowest compared entry with this formula, charge and spin   182.67 kcal/mol
Total charge   0
Largest force on an atom   0.0580 hartree/bohr
LUMO level   -3.54 eV
E   -20113.5731 eV

```
9
Properties=species:S:1:pos:R:3:forces:R:3
C 0.6211 1.0852 0.0085 -1.7 2.5 -0.1
C -0.5398 1.4720 -0.2260 1.7 -0.4 1.0
C 1.5097 0.0529 0.0631 0.3 -2.0 0.8
O -2.1891 -0.3045 -1.0967 -0.1 -0.9 0.0
O -1.8606 -0.2331 1.3459 0.6 -0.3 -0.1
O -0.1156 -1.1905 -0.1660 0.7 0.4 0.7
S -1.3201 -0.2862 0.0288 -1.2 0.8 -0.7
H 1.7275 -0.3541 -0.8900 0.8 -0.5 -0.7
H 2.1669 -0.2418 0.9325 -1.1 0.4 -0.9
```
Positions in Å, forces in eV/Å.

C3H2O3Sm | ωB97M-V/def2-TZVPD

Output
Gap between HOMO and LUMO (alpha / beta)   4.3 / 4.2 eV
Multiplicity   7
HOMO level (alpha / beta)   -5.49 / -5.54 eV
ΔE to the lowest compared entry with this formula, charge and spin   0.00 kcal/mol
Total charge   0
Largest force on an atom   0.0377 hartree/bohr
LUMO level (alpha / beta)   -1.23 / -1.34 eV
E   -27186.5305 eV

```
9
Properties=species:S:1:pos:R:3:forces:R:3
O -0.9203 0.5877 0.4140 -0.3 0.9 -0.4
C -0.3518 -1.6119 -0.2052 -0.7 -0.6 -0.1
C 1.0804 -1.6805 -0.1235 -0.6 -0.9 0.0
O 1.7323 -0.5660 0.1391 0.0 0.9 0.2
Sm 1.1748 1.4002 0.6874 0.0 0.0 0.2
H -0.8521 -2.5343 -0.5106 0.3 0.2 -0.2
C -1.1971 -0.4930 -0.2207 1.9 -0.4 -0.2
O -2.2242 -0.4876 -1.0842 -0.5 -0.2 0.0
H -2.5828 0.3992 -1.2105 0.0 0.1 0.5
```
Positions in Å, forces in eV/Å.

C3H2O3Sn | ωB97M-V/def2-TZVPD

Output
Gap between HOMO and LUMO (alpha / beta)   8.4 / 8.7 eV
Multiplicity   2
HOMO level (alpha / beta)   -14.41 / -14.47 eV
ΔE to the lowest compared entry with this formula, charge and spin   41.96 kcal/mol
Total charge   +1
Largest force on an atom   0.1594 hartree/bohr
LUMO level (alpha / beta)   -5.96 / -5.72 eV
E   -15105.3707 eV

```
9
Properties=species:S:1:pos:R:3:forces:R:3
O -1.1661 -1.0393 1.4999 -1.3 2.8 0.8
C -0.6924 -0.0273 0.9085 0.1 1.6 -0.7
C 0.4571 -0.2027 0.0840 -1.0 0.5 -3.1
O 0.7398 -1.4758 -0.3113 2.3 0.3 -0.1
Sn -0.1706 -2.5620 0.8604 -0.3 -8.0 1.9
H -1.2662 0.9083 0.8585 0.4 -0.1 0.5
C 0.6506 0.4458 -1.1024 -0.4 3.2 0.8
O 0.3644 1.6594 -1.4685 0.0 -0.6 0.1
H 1.0834 2.2937 -1.3291 0.2 0.2 -0.1
```
Positions in Å, forces in eV/Å.

C3H2O3Zn | ωB97M-V/def2-TZVPD

Output
Gap between HOMO and LUMO (alpha / beta)   6.0 / 1.4 eV
Multiplicity   2
HOMO level (alpha / beta)   -11.38 / -11.38 eV
ΔE to the lowest compared entry with this formula, charge and spin   15.24 kcal/mol
Total charge   +1
Largest force on an atom   0.0185 hartree/bohr
LUMO level (alpha / beta)   -5.37 / -9.99 eV
E   -57693.4704 eV

```
9
Properties=species:S:1:pos:R:3:forces:R:3
C -2.9823 0.1054 -0.0247 0.0 -0.8 -0.4
C -1.7829 -0.4159 -0.1394 0.5 0.5 0.7
O -0.6912 -0.8296 -0.1079 -0.6 0.0 -0.4
H -3.7827 -0.6466 0.0564 0.2 0.8 0.0
H -3.1171 1.1788 -0.1515 -0.1 -0.5 0.1
C 2.1190 -0.2923 0.2202 0.4 0.3 -0.3
O 1.6975 0.7893 0.2526 -0.1 -0.3 0.2
O 2.6758 -1.3085 0.1406 -0.4 0.1 0.2
Zn 5.8640 1.4194 -0.2462 0.0 0.0 0.0
```
Positions in Å, forces in eV/Å.

C3H2O4 | ωB97M-V/def2-TZVPD

Output
Gap between HOMO and LUMO   8.9 eV
SMILES   O=C=CO.O=C=O
HOMO level   -9.21 eV
ΔE to the lowest compared entry with this formula, charge and spin   40.18 kcal/mol
Total charge   0
Largest force on an atom   0.1295 hartree/bohr
LUMO level   -0.31 eV
E   -11331.3863 eV

```
9
Properties=species:S:1:pos:R:3:forces:R:3
O -1.2167 0.1186 1.8011 1.3 -0.3 -5.2
C -0.9599 0.0201 0.5990 -2.3 0.3 6.2
C -0.9466 -0.1544 -0.6832 -1.9 1.6 -2.7
O 0.0828 -0.6903 -1.4125 -0.8 -3.2 4.0
H -1.8468 0.3765 -1.2654 2.0 -1.3 1.5
H 0.2546 -0.1805 -2.1185 1.0 2.9 -3.9
O 1.5045 -0.9050 1.4184 -0.1 -2.3 0.5
C 1.5241 0.1531 1.0031 1.0 2.7 -0.3
O 1.6041 1.2620 0.6579 -0.1 -0.3 -0.2
```
Positions in Å, forces in eV/Å.

C3H2O4 | ωB97M-V/def2-TZVPD

Output
Gap between HOMO and LUMO   8.6 eV
SMILES   O=C=CO.O=C=O
HOMO level   -8.80 eV
ΔE to the lowest compared entry with this formula, charge and spin   27.00 kcal/mol
Total charge   0
Largest force on an atom   0.0520 hartree/bohr
LUMO level   -0.15 eV
E   -11331.9580 eV

```
9
Properties=species:S:1:pos:R:3:forces:R:3
O 3.0665 0.5280 -0.4180 -2.1 -0.5 0.5
C 1.9090 0.5268 -0.1478 1.4 1.2 -0.5
C 0.6701 0.8874 0.1703 -1.1 -0.5 0.5
O -0.1260 0.4310 1.2437 0.2 0.4 -1.0
H 0.0021 1.4166 -0.5245 1.0 -0.2 0.0
H 0.3764 0.0066 1.9273 0.6 -0.3 0.4
O -2.7381 -0.5434 -1.1930 -1.2 1.6 -0.9
C -1.9480 -1.2384 -0.7573 1.3 -2.0 1.2
O -1.2119 -2.0147 -0.3008 0.0 0.4 -0.2
```
Positions in Å, forces in eV/Å.

C3H2O4S | ωB97M-V/def2-TZVPD

Output
Gap between HOMO and LUMO   8.5 eV
HOMO level   -10.60 eV
ΔE to the lowest compared entry with this formula, charge and spin   117.89 kcal/mol
Total charge   0
Largest force on an atom   0.1070 hartree/bohr
LUMO level   -2.12 eV
E   -22163.2309 eV

```
10
Properties=species:S:1:pos:R:3:forces:R:3
C 0.2893 -1.2023 0.0919 2.6 -0.3 1.4
C 0.5484 0.1212 0.2309 -1.4 -0.5 0.4
C 1.2298 1.2619 -0.0452 2.5 -2.9 0.2
O 1.0928 2.3641 -0.3499 -1.8 5.1 -1.0
O -1.9009 -0.0012 -1.2973 -1.1 -1.0 0.0
O -0.7765 -1.7859 0.2109 -2.2 -1.4 -0.3
O -1.6883 0.5543 0.9443 0.6 0.0 1.3
S -2.3024 -0.3996 0.0413 1.0 1.2 -1.8
H 1.1769 -1.9029 0.1660 -0.3 1.1 -0.5
H 2.3308 0.9902 0.0071 -0.1 -1.3 0.3
```
Positions in Å, forces in eV/Å.

C3H2OS2 | ωB97M-V/def2-TZVPD

Output
Gap between HOMO and LUMO   7.2 eV
SMILES   O=CC(=S)C=S
HOMO level   -9.48 eV
ΔE to the lowest compared entry with this formula, charge and spin   42.76 kcal/mol
Total charge   0
Largest force on an atom   0.0274 hartree/bohr
LUMO level   -2.25 eV
E   -26859.1141 eV

```
8
Properties=species:S:1:pos:R:3:forces:R:3
O 1.5645 0.4570 -1.6720 -0.4 -0.3 0.3
C 1.3602 -0.2141 -0.7000 -0.1 0.2 0.7
C 0.2836 0.1385 0.3731 0.9 0.5 0.5
S 0.8384 0.5217 1.8661 -0.1 -0.3 -1.0
C -1.1613 0.1666 0.1196 0.0 0.5 1.3
S -1.8214 -0.7652 -0.9868 -0.5 -0.2 -0.6
H 2.0410 -1.0382 -0.3710 -0.3 0.2 -0.3
H -1.7241 0.7325 0.9216 0.4 -0.5 -1.1
```
Positions in Å, forces in eV/Å.